Entry from OMol25: 13 unconnected molecules or ions with the total composition C54H133N19O13 (ωB97M-V/def2-TZVPD).

## Properties
- Charge: 0
- Spin multiplicity: 1
- HOMO-LUMO gap: 0.2707 hartree
- HOMO: -0.2825 Eh

Structure (XYZ):
```
219
C54H133N19O13, DFT ωB97M-V/def2-TZVPD
H -8.1608 3.1389 0.3725
C -5.0389 0.1610 -1.2538
H -1.5178 3.4245 -5.5207
H 0.9386 -7.2343 -1.4931
C 0.3670 3.4077 -7.6581
N -2.2402 2.5003 -0.3459
H 0.5445 4.2453 -6.9836
O 0.2716 -3.2871 5.4466
H -6.0952 4.5478 -2.6773
H 5.2560 3.7658 -0.5363
H 1.7072 -7.4297 -3.0284
C 1.4176 0.7358 -9.3154
H -1.0064 -1.4492 -8.0557
H 0.6911 4.3478 5.5031
H 2.7532 3.7436 7.1855
H -4.0247 0.2909 -0.8761
N 1.9845 -5.1110 -1.0143
C -5.0437 3.9924 1.8471
H -6.3467 0.8152 6.3142
H 0.1473 -1.8962 -9.1526
C -9.0165 1.0408 3.7580
C 5.1128 -2.7246 -3.5404
H 2.2450 1.8729 6.2891
C 1.4241 5.5634 2.4903
H 6.2905 -4.3261 -2.8157
H -4.7114 4.7936 -0.6850
H -2.2346 -2.5437 0.7409
H 2.0433 1.6409 3.8787
C -7.7074 -0.2862 5.1116
H -1.0599 2.8058 1.4774
C 2.7540 2.3693 4.2692
H -2.4161 2.9739 -6.9668
H -2.3855 -2.6665 6.6331
C -0.0057 -0.6194 2.5567
H 4.4606 -4.0091 4.3882
H -1.8044 -2.5962 2.5262
H 5.1264 -2.1240 -4.4498
H 6.6098 0.4021 -0.0865
C 6.0447 -0.7785 -1.9698
C 7.6010 -2.5269 -3.1945
N 2.1399 3.8326 -1.4773
H -3.9572 3.9054 1.8412
H 1.3936 3.1395 -7.9077
C 2.2622 -5.8390 -2.0708
H -7.5414 3.0266 2.0252
C 0.8796 -2.7094 6.3531
H 4.3071 -3.4498 -3.6545
O 3.2778 -5.6378 -2.7304
H 8.8753 -1.5801 -0.8255
H 0.9542 0.9411 -10.2804
C 4.4398 4.0562 -1.1977
H 0.6754 -1.0928 -6.5092
H -7.3656 3.7808 -1.7964
H 8.5390 -4.1171 -1.9123
C 0.7049 3.2588 5.4576
N -2.3110 -3.9411 4.7092
C 2.9196 4.7240 0.7247
H -7.8238 -1.1152 4.4135
H -4.9156 0.0393 -2.3299
C 8.7609 -3.4642 -2.7565
H 1.9691 0.8044 1.2990
H 9.6762 -2.8928 -2.6024
H 5.5864 1.8338 2.9039
N -0.5990 1.1595 -7.8579
H -5.2955 -1.2477 4.4564
H 2.7560 -4.5653 -0.6579
C 5.8674 -0.3102 -0.4467
H -6.4720 -2.0274 6.5234
O -0.1135 -5.8884 0.5969
H 1.4525 -3.0392 8.2350
H 3.1579 2.6819 -0.0534
H 2.1031 -0.7809 3.0633
H 2.5845 1.2178 -6.6670
H -6.2735 5.2823 -0.2428
C 0.6414 1.7130 -5.7079
H 6.5203 -3.8029 -4.5338
C 3.1335 3.6963 -0.4514
H -1.7266 1.7156 0.0290
C -1.1034 -0.7977 1.4836
N -0.5254 -0.2727 0.2063
C -1.5014 -2.3207 1.5160
H 8.8731 -4.2297 -3.5243
C -6.3389 -0.1749 5.8584
H 1.8778 1.6794 -9.0222
H -5.3187 3.3350 2.6719
H 3.9592 1.4308 2.2947
H 0.6776 -1.7307 -1.8910
H 1.1475 -5.3708 -0.5123
O -1.5034 -0.3425 -0.7482
H -9.2400 2.0480 3.4063
H -9.7989 1.0020 4.5159
H -6.9328 -1.0284 7.5688
H -0.6521 1.8565 -9.6891
C 2.1839 2.7486 5.6430
H -0.3789 -1.1928 3.4052
H 5.9505 0.0284 -3.9182
H -5.3413 -0.7503 -0.7378
H 7.0459 0.9975 -2.6826
H 8.7444 -0.9477 -4.2328
H -2.3921 -5.1242 -0.1160
N 1.8800 -1.8587 6.2762
H 1.0026 1.6613 -0.8185
N 3.4990 -3.8240 4.1412
H -5.1018 0.5064 4.1590
H -0.0181 1.2257 -4.9897
O -5.8121 1.0370 1.4209
O 3.9703 -5.0144 2.3178
H -3.0894 -5.9113 1.3321
H -2.1450 -7.1663 2.5177
C 1.2286 -0.3944 -7.1371
C 0.3719 0.1682 -8.2993
C -7.3881 0.8728 -1.0818
H 0.2499 -4.1086 7.5344
N 0.7631 -3.2388 7.5243
O 8.4898 -0.9837 -1.4715
C 6.4431 -3.4863 -3.4936
H -8.1065 1.6867 -1.1792
N -2.3263 -5.7158 0.7000
H 0.6773 -2.6833 -0.4549
H 4.5367 3.4599 -2.1050
H 1.1759 6.5110 2.0122
O 1.6465 4.5646 1.4737
H 0.7045 5.3938 3.2913
C -6.2804 3.8723 -1.8422
C 1.7474 0.7214 -6.1763
O -4.4847 -3.7409 4.5972
H -2.1407 -4.3248 3.7906
H 0.0122 0.4113 2.9107
O -1.2964 1.6437 -9.0100
H 2.2692 0.2931 -5.3205
C 1.1369 -1.8035 -0.9051
O -7.8079 0.9083 4.4628
H 2.9104 -0.4997 0.6677
C -7.4401 3.5544 1.0769
H 4.5716 5.0880 -1.5237
C -1.1446 -6.1317 1.0996
H 1.2091 -4.1815 3.5054
H -0.6852 -3.0124 1.3075
C 6.1551 0.4160 -2.9202
C -1.6387 2.6478 -6.2759
H 2.2721 0.6589 -1.5614
H -2.7801 -0.3573 2.7440
C 1.8902 -0.2173 0.9276
H -0.4502 -7.2239 2.6967
H 1.4874 -5.2594 2.2049
C 1.4250 -0.9898 2.2359
C 3.1795 -4.5030 3.0723
H 4.5562 -2.4553 -1.4674
H 2.8723 -3.5801 4.8947
H 2.7975 5.6959 0.2465
H -1.3192 -1.2425 -1.0269
H -6.7664 1.0251 1.5249
N 7.3108 -1.6114 -2.0251
C -0.4056 -1.0068 -8.8504
C -6.0092 3.4399 0.6646
H -8.4927 -0.4673 5.8456
C -2.2667 0.1567 1.9313
C 0.8550 -0.4219 -0.2508
C -5.9522 1.3695 -1.0006
H 7.1702 -1.2527 -4.8510
H -1.5331 -3.8362 5.3449
C 8.0464 -1.7577 -4.4446
H 4.8113 0.2565 3.2017
H 0.5589 0.8118 -2.1562
O -1.7075 4.5718 -1.0397
N -0.8288 3.5081 0.7894
H 2.0379 -0.9510 -7.6098
H -7.8409 4.5592 1.2101
H 8.4462 -2.3128 -5.2933
H 4.0725 -1.1751 -2.6612
C -3.4515 -3.5163 5.1039
C -1.6296 3.6350 -0.2203
H 3.8157 4.6643 1.3424
H -4.2170 -0.3107 5.4730
H 2.6020 3.2190 3.6036
H -1.0058 -0.8403 -9.7449
H -4.0115 -2.0702 6.3979
H -0.0563 3.7273 -8.6104
N -1.2395 -6.9155 2.1472
H 1.2550 3.5651 -1.0705
O 4.0821 1.8898 4.3200
H -6.0433 2.1729 -3.0773
H 2.2013 -2.0350 -0.9440
H 1.1499 2.5068 -5.1608
H 3.9851 3.5355 6.1840
H 4.9222 0.2091 -0.2888
C -0.2879 2.2441 -6.9230
H 0.0922 2.9502 6.3046
H 2.4289 5.7349 2.8762
C -5.6520 2.4227 -2.0911
H 2.2653 0.0574 -9.4116
H 2.1304 -1.4445 5.3898
H -4.5860 2.6348 -2.1741
H -7.4941 0.2886 -1.9959
N 1.4345 -6.8211 -2.2699
C -5.1559 -0.2714 4.9207
H 1.5206 -2.0508 2.0050
H -5.2502 5.0317 2.1025
H -2.9882 0.3264 1.1322
H 2.2472 -1.5521 7.1658
N -3.2917 -2.7488 6.1947
C -5.7181 4.3972 -0.5533
H 5.8629 -1.2188 0.1554
N -5.7226 1.9986 0.3203
C 1.2164 0.7039 -1.2936
C 4.8576 -1.8516 -2.3235
H 2.4218 3.2254 -2.2335
C 4.6468 1.3319 3.1346
H -2.1424 1.8231 -5.7716
H -1.9410 1.1443 2.2579
N 1.8757 -4.6338 2.8962
H -9.2622 0.2962 3.0008
H 5.2443 1.0088 -2.8359
H -0.3207 4.3515 1.0146
N 3.0124 3.8060 6.2114
H -7.6327 0.2547 -0.2179
H 0.1801 2.9201 4.5643
N -6.1472 -1.1716 6.9503
H -2.9757 2.2585 -0.9944
```

Löwdin population analysis, charges in e, atoms 1 to 4: 0.0751, -0.0317, 0.0827, 0.1023

Entry from OMol25: a molecular structure, C5H8O2 (ωB97M-V/def2-TZVPD).

## Properties
- Energy relative to the best compared isomer or geometry (same formula, charge and spin): 41.2 kcal/mol
- Charge: 0
- Spin multiplicity: 1
- HOMO-LUMO gap: 0.3822 hartree
- HOMO: -0.3499 Eh

Structure (XYZ):
```
15
C5H8O2, DFT ωB97M-V/def2-TZVPD
H -2.4293 -0.2444 0.5249
H -0.5070 -2.0583 0.2057
H 1.1957 1.2427 -1.2152
C -0.8635 0.7575 -0.6643
O 2.0435 -0.8930 -0.3840
H 0.7254 1.9041 0.3756
H -1.1700 0.5287 1.5736
C -1.3872 0.0665 0.6042
H -1.4422 1.4816 -1.2418
C -0.4140 -0.9825 0.0400
C 0.9533 -0.3203 0.2955
H 2.2979 -1.6784 0.1143
O -0.7567 -0.5457 -1.2948
H 1.1515 -0.3227 1.3801
C 0.6026 1.0641 -0.3137
```

natural (NBO) population analysis, charges in e, atoms 1 to 4: 0.2225, 0.1942, 0.2356, 0.0831